(1)
Computed, not measured: a cluster of 2 separate species, C30H48N2O6 in total in a non-equilibrium geometry, with the ωB97M-V functional and the def2-TZVPD basis.

Properties
Kohn-Sham gap   7.53 eV
Spin multiplicity   1
Total charge   0
HOMO energy   -8.054 eV

```
86
C30H48N2O6 | OMol25 | the ωB97M-V functional and the def2-TZVPD basis
C 4.9302 -3.9851 1.1891
O 3.9047 -3.1454 0.6777
C 3.6615 -3.3007 -0.7127
C 4.6137 -2.4315 -1.5433
C 4.5845 -0.9653 -1.0537
C 4.7062 -0.0034 -2.2451
C 3.4750 0.0829 -3.1495
C 2.3257 0.9055 -2.5743
O 1.4744 1.2707 -3.6700
C 0.1564 1.1424 -3.5880
O -0.5494 1.8638 -4.1947
O -0.3103 0.1139 -2.8518
C -1.2652 0.5403 -1.8515
C -2.5375 -0.3040 -1.8689
C -2.3406 -1.8155 -2.1154
C -2.4129 -2.7144 -0.8392
C -1.0612 -3.2926 -0.3836
C -0.0585 -2.2760 0.1755
C -0.6122 -1.4155 1.3270
C 0.4433 -0.4253 1.8297
C 0.1800 0.1261 3.2547
C 1.3665 -0.0361 4.2443
C 1.9268 1.3117 4.7248
C 2.9554 1.9093 3.7598
N 2.3934 2.8597 2.8069
C 2.8682 3.0207 1.5192
C 2.0873 4.0013 0.8394
C 1.1045 4.4521 1.7778
C 1.3315 3.7330 2.9824
H 5.6897 -3.3647 1.6722
H 5.3752 -4.5990 0.4028
H 4.5046 -4.6476 1.9490
H 3.7295 -4.3563 -0.9953
H 2.6526 -2.9211 -0.8937
H 5.6227 -2.8433 -1.4694
H 4.2580 -2.4701 -2.5760
H 5.4559 -0.8315 -0.4084
H 3.6707 -0.7577 -0.4898
H 5.5259 -0.3899 -2.8637
H 5.0013 1.0093 -1.9538
H 3.1385 -0.8995 -3.4902
H 3.7788 0.6322 -4.0478
H 1.7894 0.4259 -1.7538
H 2.7603 1.8235 -2.1686
H -0.7796 0.5056 -0.8759
H -1.5474 1.5851 -1.9971
H -3.2351 0.1500 -2.5788
H -3.0037 -0.1929 -0.8893
H -1.4337 -2.0137 -2.6903
H -3.1838 -2.1423 -2.7313
H -2.8838 -2.1644 -0.0211
H -3.0711 -3.5587 -1.0621
H -0.6184 -3.7784 -1.2628
H -1.2278 -4.0974 0.3404
H 0.3608 -1.6479 -0.6187
H 0.7652 -2.8600 0.6049
H -1.4521 -0.8406 0.9255
H -0.9829 -2.0650 2.1235
H 1.4182 -0.9230 1.8258
H 0.5255 0.4267 1.1470
H -0.6989 -0.3709 3.6726
H -0.0747 1.1870 3.1765
H 2.1487 -0.6658 3.8158
H 0.9702 -0.5454 5.1291
H 1.0840 1.9767 4.9161
H 2.4184 1.1661 5.6919
H 3.3649 1.0892 3.1619
H 3.8089 2.3458 4.2885
H 3.7131 2.4617 1.1442
H 2.1888 4.3454 -0.1796
H 0.3327 5.1982 1.6622
H 0.7980 3.8155 3.9177
O -4.9942 -0.0279 0.1620
N -6.1716 -0.1424 -0.1157
O -6.7995 -1.1772 -0.0460
C -6.8803 1.0619 -0.5764
C -6.1762 2.2456 -0.7020
C -6.8427 3.3723 -1.1560
C -8.1932 3.3022 -1.4722
C -8.8838 2.1053 -1.3313
C -8.2261 0.9721 -0.8807
H -5.1262 2.2908 -0.4540
H -6.3066 4.3048 -1.2657
H -8.7090 4.1830 -1.8311
H -9.9358 2.0533 -1.5759
H -8.7540 0.0366 -0.7709
```

(2)
Computed, not measured: a structure of composition C30H48N7O5SW in a non-equilibrium geometry, with the ωB97M-V functional and the def2-TZVPD basis.

Properties
Kohn-Sham gap (alpha / beta)   6.37 / 8.19 eV
Spin multiplicity   3
Total charge   +1
HOMO energy (alpha / beta)   -9.177 / -11.012 eV

```
92
C30H48N7O5SW | OMol25 | the ωB97M-V functional and the def2-TZVPD basis
W 0.0626 0.3012 0.1305
C 4.7932 -1.6155 -4.8962
C 3.7710 -1.9309 -3.8436
C 3.8973 -1.4119 -2.5601
C 2.9465 -1.6800 -1.5855
C 1.8714 -2.4914 -1.8831
C 1.7424 -3.0410 -3.1457
C 2.6764 -2.7455 -4.1247
S 0.7515 -3.0288 -0.5810
O -0.2869 -3.8192 -1.1837
O 1.5724 -3.6670 0.4135
N 0.0541 -1.6804 0.1027
C -0.8117 -2.1856 1.1546
C -1.3496 -0.9855 1.9629
O -2.5038 -0.9900 2.3624
O -0.5206 -0.0300 2.1435
H 5.6427 -1.0919 -4.4642
H 4.3627 -0.9921 -5.6811
H 5.1549 -2.5264 -5.3677
H 4.7655 -0.8157 -2.3129
H 3.0430 -1.2841 -0.5918
H 0.9151 -3.7057 -3.3394
H 2.5655 -3.1604 -5.1149
H -0.2480 -2.8634 1.8107
H -1.6509 -2.7542 0.7251
C 0.9157 5.6722 1.5837
N 0.3308 4.5380 0.9220
C -0.5902 4.5788 -0.0797
C -0.8435 3.2893 -0.4459
N -0.0753 2.4287 0.3142
C 0.6094 3.2261 1.1469
H 0.6449 6.5787 1.0462
H 2.0016 5.5810 1.6054
H 0.5572 5.7580 2.6093
H -0.9818 5.5032 -0.4550
H -1.4881 2.9236 -1.2221
H 1.3042 2.8748 1.8852
C -4.1616 3.2577 0.5218
N -3.2857 2.1431 0.8135
C -2.7417 2.1139 2.1552
C -3.1798 1.1027 -0.0536
N -2.0617 0.4307 -0.2290
N -4.2835 0.8816 -0.8426
C -4.1405 0.2147 -2.1156
C -5.5822 0.6880 -0.2257
H -3.6467 4.1802 0.8026
H -5.1025 3.2096 1.0798
H -4.3821 3.2834 -0.5436
H -1.8310 2.7097 2.2411
H -2.5382 1.0873 2.4486
H -3.4835 2.5164 2.8445
H -2.2619 -0.4189 -0.7636
H -3.1934 0.4857 -2.5824
H -4.9550 0.5451 -2.7608
H -4.2038 -0.8745 -2.0251
H -5.5252 0.8670 0.8425
H -5.9006 -0.3451 -0.3761
H -6.3283 1.3472 -0.6708
C 3.4956 1.8504 -1.2805
N 3.0045 2.5935 -2.4491
C 3.7159 2.1655 -3.6626
C 1.4997 2.5156 -2.5741
C 0.9212 1.1921 -3.0030
C 0.8937 0.9482 -4.3779
C 0.2696 -0.1650 -4.8988
C -0.3951 -1.0042 -4.0141
C -0.3709 -0.7530 -2.6579
C 0.3124 0.3366 -2.0370
H 4.5708 1.9921 -1.1731
H 3.2694 0.7938 -1.4112
H 2.9860 2.1596 -0.3667
H 3.2141 3.5849 -2.2983
H 3.4943 1.1173 -3.8645
H 4.7888 2.2843 -3.5156
H 3.4063 2.7718 -4.5115
H 1.2073 3.2918 -3.2859
H 1.1027 2.7567 -1.5901
H 1.3485 1.6539 -5.0609
H 0.2553 -0.3541 -5.9617
H -0.9335 -1.8583 -4.3995
H -0.9191 -1.4627 -2.0425
C 3.2427 1.1895 2.7370
C 2.3639 0.1238 2.0611
C 3.1720 -1.1617 1.8526
O 1.8496 0.6160 0.8454
H 3.7983 0.7566 3.5621
H 2.6368 1.9964 3.1419
H 3.9481 1.6018 2.0180
H 1.5259 -0.1186 2.7358
H 4.0656 -0.9606 1.2633
H 2.5641 -1.9181 1.3582
H 3.4821 -1.5683 2.8108
```

no.,E_tot (a.u.)
1,-1732.72980
2,-2396.52435